1) Entry from the OMol25 dataset: a structure of composition C2H3O3S (ωB97M-V/def2-TZVPD).

Last column: Mulliken charge in e.
Cartesian coordinates (Å):
C (-0.298, -0.574, 0.624)  -0.35
C (0.409, -0.398, -0.481)  -0.38
O (2.043, -2.322, -1.121)  -0.55
O (0.480, -1.656, -2.942)  -0.60
O (-0.879, -3.029, -0.303)  -0.81
S (0.704, -1.888, -1.475)  0.85
H (-0.430, 0.109, 1.474)  0.28
H (-0.406, -1.672, 0.745)  0.33
H (0.929, 0.548, -0.921)  0.23

The charge is -1.



2) Entry from the OMol25 dataset: a structure of composition C2H3O3S (ωB97M-V/def2-TZVPD).

Last column: Mulliken charge in e.
Cartesian coordinates (Å):
C (2.732, 0.706, 0.151)  0.65
C (0.850, -1.268, 1.354)  -0.78
O (3.213, 0.370, 1.164)  -0.55
O (2.706, 1.531, -0.707)  -0.55
O (1.772, -1.985, -1.036)  -0.68
S (1.039, -0.742, -0.461)  0.12
H (1.828, -0.934, 1.742)  0.23
H (0.699, -2.296, 1.612)  0.32
H (0.003, -0.690, 1.694)  0.23

The charge is -1.



Energy relative to the most stable one, in kJ/mol: 1) 430.2; 2) 0.0



1) Entry from the OMol25 dataset: the ion C2H3O3S with charge -1 (ωB97M-V/def2-TZVPD).

Last column: Mulliken charge in e.
Cartesian coordinates (Å):
C (-0.060, 0.246, 0.494)  -0.55
C (-0.385, 0.154, -0.790)  -0.27
O (-2.786, 0.249, -0.060)  -0.65
O (-2.400, 0.149, -2.462)  -0.67
O (-1.825, 2.316, -1.357)  -0.70
S (-2.018, 0.726, -1.179)  1.02
H (0.864, 0.070, 1.031)  0.28
H (-0.898, 0.755, 0.974)  0.20
H (0.211, -0.095, -1.667)  0.33

The charge is -1. The SMILES is C=CS(=O)(=O)[O-].



2) Entry from the OMol25 dataset: a cluster of 2 separate species, C2H3O3S in total (ωB97M-V/def2-TZVPD).

Last column: Mulliken charge in e.
Cartesian coordinates (Å):
C (-0.460, 0.749, 1.120)  0.58
C (0.005, -0.707, -0.420)  -0.37
O (-1.630, 0.951, 0.792)  -0.55
O (0.550, 1.030, 1.728)  -0.58
O (-0.822, -0.695, -1.511)  -0.48
S (1.642, -0.298, -0.713)  -0.38
H (-0.011, -1.597, 0.197)  0.34
H (-1.140, 0.184, -1.673)  0.32
H (1.866, 0.382, 0.481)  0.13

The charge is -1.



3) Entry from the OMol25 dataset: the ion C2H3O3S with charge -1 (ωB97M-V/def2-TZVPD).

Last column: Mulliken charge in e.
Cartesian coordinates (Å):
C (0.341, 0.437, 1.301)  -0.56
C (-0.262, -0.418, 0.549)  -0.44
O (-1.664, 0.095, -1.483)  -0.69
O (0.261, -1.311, -1.960)  -0.66
O (0.638, 1.045, -1.454)  -0.66
S (-0.216, -0.118, -1.299)  1.12
H (0.454, 0.338, 2.393)  0.23
H (1.025, 1.215, 1.009)  0.24
H (-0.577, -1.282, 0.943)  0.42

The charge is -1. The SMILES is C=CS(=O)(=O)[O-].



Energy relative to the most stable one, in kJ/mol: 1) 35.4; 2) 59.7; 3) 0.0



1) Entry from the OMol25 dataset: the ion C2H3O3S with charge -1 (ωB97M-V/def2-TZVPD).

Last column: Mulliken charge in e.
Cartesian coordinates (Å):
C (1.325, -0.550, -0.173)  -0.53
C (0.105, -0.587, -0.493)  -0.27
O (-0.598, 0.504, 1.786)  -0.63
O (-2.284, 0.196, 0.053)  -0.70
O (-0.605, 1.902, -0.237)  -0.65
S (-0.944, 0.643, 0.399)  1.05
H (2.072, -1.315, -0.483)  0.23
H (1.507, 0.343, 0.402)  0.24
H (-0.577, -1.136, -1.253)  0.27

The charge is -1. The SMILES is C=CS(=O)(=O)[O-].



2) Entry from the OMol25 dataset: a structure of composition C2H3O3S (ωB97M-V/def2-TZVPD).

Last column: Mulliken charge in e.
Cartesian coordinates (Å):
C (0.189, 0.127, 1.528)  -0.40
C (0.751, 0.185, -0.830)  -0.23
O (-1.611, -1.239, -0.288)  -0.62
O (-1.742, 1.258, -0.150)  -0.65
O (1.316, -0.166, 0.436)  -0.34
S (-0.922, 0.014, 0.071)  0.80
H (-0.090, -0.927, 2.051)  0.08
H (0.983, 1.288, -1.244)  0.15
H (1.125, -0.539, -1.574)  0.22

The charge is -1.



Energy relative to the most stable one, in kJ/mol: 1) 0.0; 2) 324.8



1) Entry from the OMol25 dataset: a structure of composition H24NeO12 (ωB97M-V/def2-TZVPD).

Last column: Mulliken charge in e.
Cartesian coordinates (Å):
Ne (0.397, -0.211, -0.177)  0.01
O (4.018, -1.022, -2.014)  -0.63
H (3.451, -1.420, -1.354)  0.30
H (4.343, -0.222, -1.602)  0.32
O (-1.184, 1.365, -3.135)  -0.73
H (-1.906, 1.992, -3.180)  0.30
H (-1.596, 0.545, -2.860)  0.42
O (0.101, 0.402, 3.603)  -0.70
H (0.914, 0.074, 3.990)  0.23
H (-0.356, 0.825, 4.329)  0.32
O (-2.725, 2.679, 0.142)  -0.63
H (-3.180, 2.119, 0.771)  0.28
H (-1.818, 2.697, 0.449)  0.39
O (2.294, 2.519, -0.201)  -0.65
H (1.957, 2.371, -1.085)  0.37
H (2.753, 3.357, -0.257)  0.29
O (2.470, -2.712, 2.149)  -0.61
H (2.261, -3.205, 2.943)  0.30
H (3.089, -2.042, 2.439)  0.30
O (-2.130, -0.985, 2.771)  -0.64
H (-1.238, -0.651, 2.864)  0.34
H (-2.167, -1.326, 1.877)  0.41
O (-2.363, -1.005, -2.459)  -0.79
H (-1.686, -1.512, -2.908)  0.32
H (-3.180, -1.456, -2.672)  0.32
O (-2.670, -1.833, 0.078)  -0.66
H (-2.643, -1.288, -0.709)  0.42
H (-1.874, -2.363, 0.029)  0.30
O (-0.096, -3.084, 0.544)  -0.61
H (0.133, -3.726, -0.128)  0.29
H (0.744, -2.728, 0.832)  0.28
O (-0.290, 2.147, 1.566)  -0.65
H (-0.161, 1.484, 2.244)  0.40
H (0.580, 2.276, 1.188)  0.30
O (1.362, 2.328, -3.218)  -0.66
H (0.472, 1.991, -3.317)  0.41
H (1.924, 1.618, -3.530)  0.33

The charge is 0.



2) Entry from the OMol25 dataset: a structure of composition H24NeO12 (ωB97M-V/def2-TZVPD).

Last column: Mulliken charge in e.
Cartesian coordinates (Å):
Ne (-0.173, -0.364, -0.230)  0.02
O (2.553, -1.217, -2.162)  -0.68
H (2.407, -2.037, -2.635)  0.28
H (2.223, -1.387, -1.280)  0.30
O (-1.859, -0.226, 3.440)  -0.65
H (-2.500, 0.237, 2.901)  0.32
H (-1.738, 0.336, 4.205)  0.31
O (0.701, 0.920, 2.641)  -0.59
H (-0.170, 0.626, 2.909)  0.35
H (0.536, 1.571, 1.959)  0.34
O (3.875, 1.102, 0.258)  -0.61
H (3.018, 0.951, -0.141)  0.31
H (4.289, 0.240, 0.270)  0.31
O (0.215, -2.585, 1.927)  -0.68
H (-0.665, -2.449, 1.576)  0.33
H (0.165, -2.271, 2.830)  0.31
O (-2.328, -2.050, 0.518)  -0.64
H (-2.505, -2.990, 0.487)  0.29
H (-2.756, -1.700, -0.263)  0.31
O (1.958, 1.427, -1.976)  -0.64
H (2.077, 0.505, -2.205)  0.37
H (1.647, 1.837, -2.783)  0.27
O (-2.271, 3.209, 0.295)  -0.65
H (-2.287, 3.695, 1.120)  0.28
H (-1.405, 2.804, 0.272)  0.39
O (0.495, 2.452, 0.280)  -0.70
H (1.250, 3.001, 0.494)  0.31
H (0.735, 2.024, -0.542)  0.36
O (-3.584, -0.547, -1.974)  -0.67
H (-3.979, 0.312, -1.830)  0.33
H (-2.712, -0.356, -2.321)  0.36
O (-1.360, -0.633, -3.732)  -0.65
H (-0.662, -1.285, -3.685)  0.31
H (-1.957, -0.968, -4.402)  0.32
O (2.390, -1.391, 0.892)  -0.56
H (1.653, -1.891, 1.242)  0.38
H (2.725, -0.901, 1.643)  0.26

The charge is 0.



Energy relative to the most stable one, in kJ/mol: 1) 41.7; 2) 0.0



1) Entry from the OMol25 dataset: an isolated molecule of C2H3BrClN (ωB97M-V/def2-TZVPD).

Last column: Mulliken charge in e.
Cartesian coordinates (Å):
C (1.440, -0.026, -0.220)  -0.23
C (-1.373, -0.314, 0.566)  0.01
N (0.172, 0.258, 0.103)  -0.23
Cl (-1.649, -1.859, -0.131)  -0.14
Br (-2.539, 1.031, -0.105)  -0.16
H (1.672, -1.011, -0.587)  0.25
H (2.217, 0.692, -0.018)  0.23
H (0.061, 1.230, 0.393)  0.25

The charge is 0.



2) Entry from the OMol25 dataset: a structure of composition C2H3BrClN (ωB97M-V/def2-TZVPD).

Last column: Mulliken charge in e.
Cartesian coordinates (Å):
C (-0.596, 0.069, 0.326)  -0.46
C (0.961, 0.237, 0.547)  0.24
N (-1.038, -0.244, -1.017)  -0.45
Cl (1.442, 1.769, 0.088)  -0.12
Br (2.028, -1.128, -0.093)  -0.09
H (-1.171, -0.700, 0.900)  0.28
H (-1.142, 0.974, 0.661)  0.33
H (-0.484, -0.978, -1.412)  0.27

The charge is 0.



Energy relative to the most stable one, in kJ/mol: 1) 0.0; 2) 24.8



1) Entry from the OMol25 dataset: an isolated molecule of C4H8FNO (ωB97M-V/def2-TZVPD).

Last column: Mulliken charge in e.
Cartesian coordinates (Å):
C (1.373, -0.510, 0.867)  -0.62
C (2.052, -0.315, -0.435)  -0.47
C (0.780, 0.406, -0.168)  -0.05
C (-0.530, 0.165, -0.683)  0.05
N (-2.831, 0.433, 0.212)  -0.63
O (-1.454, 0.271, 0.538)  -0.16
F (-0.589, -1.131, -1.181)  -0.31
H (0.819, -1.448, 0.856)  0.21
H (1.721, -0.176, 1.788)  0.31
H (2.890, 0.432, -0.521)  0.23
H (2.169, -1.066, -1.169)  0.25
H (0.947, 1.534, -0.057)  0.31
H (-0.968, 0.721, -1.566)  0.37
H (-3.042, 1.134, 0.936)  0.26
H (-3.338, -0.449, 0.582)  0.26

The charge is 0. The SMILES is NO[C@H](F)C1CC1.



2) Entry from the OMol25 dataset: an isolated molecule of C4H8FNO (ωB97M-V/def2-TZVPD).

Last column: Mulliken charge in e.
Cartesian coordinates (Å):
C (-0.818, 0.459, 0.316)  -0.08
C (0.307, 1.205, -0.387)  -0.56
C (1.082, -0.825, 0.295)  -0.68
C (-0.420, -0.941, 0.351)  0.06
H (-2.209, -0.354, -0.701)  0.40
H (-0.850, 0.980, 1.262)  0.29
H (0.431, 2.032, 0.344)  0.28
H (0.032, 1.613, -1.531)  0.25
H (2.165, 0.456, -0.853)  0.17
H (1.447, -1.694, -0.158)  0.39
H (1.387, -0.624, 1.449)  0.27
H (-0.639, -1.474, 1.182)  0.50
N (1.301, 0.105, -0.647)  -0.26
O (-2.176, 0.512, -0.117)  -0.64
F (-1.040, -1.451, -0.807)  -0.40

The charge is 0. The SMILES is O[C@@H]1CNC[C@@H]1F.



Energy relative to the most stable one, in kJ/mol: 1) 58.7; 2) 0.0



1) Entry from the OMol25 dataset: the ion C5H12NO2 with charge -1 (ωB97M-V/def2-TZVPD).

Last column: Mulliken charge in e.
Cartesian coordinates (Å):
C (-1.440, -1.153, -0.430)  -1.47
C (-0.645, 0.160, -0.347)  0.24
C (-0.705, 0.709, 1.117)  -0.85
C (0.482, 1.316, 1.804)  -0.43
O (1.534, 0.401, 2.137)  -0.58
N (0.752, -0.106, -0.662)  -0.29
C (1.095, -0.479, -2.089)  -0.50
O (1.173, -1.787, -2.307)  -0.87
H (-2.517, -1.016, -0.566)  0.36
H (-1.020, -1.739, -1.259)  0.39
H (-1.249, -1.748, 0.458)  0.35
H (-0.968, 0.919, -1.056)  0.48
H (-1.439, 1.540, 1.033)  0.23
H (-1.262, 0.024, 1.747)  0.35
H (0.881, 2.243, 1.377)  0.27
H (0.182, 1.654, 2.805)  0.35
H (1.702, -0.146, 1.353)  0.35
H (1.059, -0.908, -0.127)  0.20
H (0.323, 0.044, -2.727)  0.14
H (2.061, 0.071, -2.262)  0.29

The charge is -1. The SMILES is C[C@@H](CCO)NC[O-].



2) Entry from the OMol25 dataset: a cluster of 2 separate species, C5H12NO2 in total (ωB97M-V/def2-TZVPD).

Last column: Mulliken charge in e.
Cartesian coordinates (Å):
C (-2.061, 1.292, 1.652)  -0.84
C (-1.880, 0.111, 2.586)  0.51
N (-1.092, -0.851, 2.053)  -0.36
O (-2.402, 0.034, 3.694)  -0.72
H (-2.818, 1.981, 2.014)  0.30
H (-2.248, 0.952, 0.640)  0.25
H (-1.091, 1.779, 1.569)  0.21
H (-0.551, -0.703, 1.120)  0.46
H (-0.836, -1.549, 2.733)  0.17
C (0.259, -0.905, -1.304)  -0.53
O (0.130, -0.223, -0.126)  -0.86
C (1.678, -0.746, -1.898)  -0.43
C (2.207, 0.681, -1.810)  -1.06
H (-0.422, -0.487, -2.082)  0.22
H (0.071, -1.990, -1.204)  0.27
H (1.712, -1.089, -2.946)  0.31
H (2.383, -1.416, -1.386)  0.28
H (3.130, 0.813, -2.378)  0.37
H (2.393, 0.942, -0.769)  0.21
H (1.437, 1.374, -2.159)  0.27

The charge is -1.



3) Entry from the OMol25 dataset: a cluster of 2 separate species, C5H12NO2 in total (ωB97M-V/def2-TZVPD).

Last column: Mulliken charge in e.
Cartesian coordinates (Å):
C (2.456, 0.376, 0.336)  -0.40
O (2.998, 1.319, 1.297)  -0.55
C (1.327, 0.922, -0.525)  -0.68
C (0.361, -0.221, -0.866)  -0.54
C (-0.662, -0.458, 0.228)  -0.86
C (-1.379, -1.657, 0.209)  -0.12
N (-2.477, -1.989, 0.860)  -0.91
H (3.286, 0.101, -0.313)  0.28
H (2.149, -0.480, 0.944)  0.31
H (0.773, 1.661, 0.044)  0.34
H (1.734, 1.384, -1.423)  0.30
H (0.986, -1.119, -1.014)  0.35
H (-0.084, 0.039, -1.826)  0.36
H (-0.614, 0.250, 1.048)  0.32
H (-0.954, -2.391, -0.496)  0.29
H (-3.011, -1.202, 1.198)  0.21
H (-2.189, 1.355, -0.529)  0.38
H (-2.727, 0.148, -1.095)  0.34
H (2.283, 1.922, 1.554)  0.31
O (-2.681, 1.091, -1.324)  -0.73

The charge is -1.



4) Entry from the OMol25 dataset: a cluster of 2 separate species, C5H12NO2 in total (ωB97M-V/def2-TZVPD).

Last column: Mulliken charge in e.
Cartesian coordinates (Å):
N (1.135, -0.914, 0.948)  -0.50
C (-0.039, -1.264, 1.720)  -0.79
C (-1.256, -1.284, 0.778)  -0.33
C (-0.790, -0.405, -0.407)  -0.72
C (0.684, -0.015, -0.122)  0.03
C (0.847, 1.460, 0.251)  -0.61
O (0.533, 2.318, -0.760)  -0.87
H (1.599, -1.744, 0.607)  0.27
H (0.153, -2.141, 2.339)  0.42
H (-0.203, -0.485, 2.482)  0.26
H (-1.475, -2.285, 0.409)  0.26
H (-2.101, -0.837, 1.288)  0.28
H (-0.803, -0.971, -1.339)  0.21
H (-1.371, 0.489, -0.615)  0.39
H (1.283, -0.146, -1.014)  0.43
H (0.266, 1.642, 1.187)  0.16
H (1.898, 1.564, 0.613)  0.25
H (-0.260, 1.818, -2.017)  0.35
H (0.371, 1.698, -3.380)  0.27
O (-0.471, 1.500, -2.967)  -0.75

The charge is -1.



Energy relative to the most stable one, in kJ/mol: 1) 196.7; 2) 0.0; 3) 205.6; 4) 101.4



1) Entry from the OMol25 dataset: the ion C5H12NO2 with charge -1 (ωB97M-V/def2-TZVPD).

Last column: Mulliken charge in e.
Cartesian coordinates (Å):
C (-0.967, -0.709, 0.779)  -0.59
N (-0.074, -1.528, 0.061)  -0.26
C (0.961, -2.355, 1.014)  -0.32
O (0.504, -3.563, 1.161)  -0.85
C (-0.941, 0.856, 0.318)  -1.06
C (0.379, 1.126, -0.446)  0.81
C (0.259, 1.383, -1.939)  -1.36
O (0.926, 2.392, 0.160)  -0.61
H (-2.056, -0.867, 0.796)  0.25
H (-0.609, -0.636, 1.819)  0.22
H (-0.514, -2.286, -0.434)  0.21
H (1.127, -1.598, 1.821)  0.19
H (1.874, -2.415, 0.365)  0.18
H (-0.959, 1.457, 1.236)  0.36
H (-1.717, 1.294, -0.321)  0.42
H (1.254, 0.526, -0.225)  0.13
H (-0.799, 1.572, -2.173)  0.24
H (0.887, 2.212, -2.242)  0.37
H (0.198, 0.462, -2.538)  0.36
H (0.267, 2.677, 0.789)  0.28

The charge is -1. The SMILES is C[C@@H](O)CCNC[O-].



2) Entry from the OMol25 dataset: a structure of composition C5H12NO2 (ωB97M-V/def2-TZVPD).

Last column: Mulliken charge in e.
Cartesian coordinates (Å):
C (0.511, -0.649, 2.414)  -0.93
N (0.067, -1.193, 1.101)  -0.69
C (0.236, -0.274, 0.201)  0.87
C (-0.950, -0.327, -0.815)  0.32
C (-0.439, -0.389, -2.262)  -1.31
O (-1.724, -1.506, -0.583)  -0.66
C (1.460, 0.421, -0.184)  -1.11
O (-0.968, 2.796, -0.056)  -1.02
H (1.405, -0.019, 2.351)  0.30
H (-0.241, 0.048, 2.788)  0.30
H (0.728, -1.428, 3.131)  0.34
H (-0.366, 2.888, 0.692)  0.13
H (0.687, 0.974, 0.572)  0.01
H (-1.649, 0.494, -0.660)  0.25
H (-0.099, -1.382, -2.536)  0.29
H (-1.329, -0.073, -2.811)  0.33
H (0.276, 0.402, -2.468)  0.37
H (-1.441, -1.744, 0.328)  0.42
H (1.552, 1.223, -0.898)  0.52
H (2.284, -0.264, -0.306)  0.28

The charge is -1.



3) Entry from the OMol25 dataset: a structure of composition C5H12NO2 (ωB97M-V/def2-TZVPD).

Last column: Mulliken charge in e.
Cartesian coordinates (Å):
C (-1.970, -0.582, -0.530)  -1.10
O (-3.032, 0.368, -0.410)  -0.55
C (-0.617, 0.044, -0.171)  0.88
C (0.423, -1.076, -0.131)  -1.02
C (1.833, -0.618, -0.322)  0.06
C (2.668, -1.157, -1.199)  -0.97
N (-0.728, 0.683, 1.129)  -0.89
H (-2.084, -1.506, 0.064)  0.33
H (-1.832, -0.948, -1.561)  0.42
H (-0.349, 0.759, -0.966)  0.21
H (0.193, -1.868, -0.858)  0.28
H (0.292, -1.566, 0.843)  0.37
H (2.130, 0.254, 0.257)  0.34
H (2.391, -1.982, -1.852)  0.28
H (3.662, -0.764, -1.328)  0.31
H (-1.493, 1.346, 1.089)  0.21
H (-2.768, -0.062, 0.518)  0.46
H (0.173, 1.215, 1.328)  0.39
H (1.663, 2.448, 2.099)  0.13
O (1.712, 1.880, 1.323)  -1.13

The charge is -1.



Energy relative to the most stable one, in kJ/mol: 1) 0.0; 2) 264.0; 3) 14.8